Below is one molecule with the formula C18H16N4S3 at a distorted geometry, with properties calculated with wB97M-V/def2-TZVPD.

Computed properties:
Orbital gap in eV: 8.7
SMILES: Cn1c(CSc2nnc(SCc3ccccc3)s2)nc2ccccc21
Energy relative to the best compared isomer or geometry (same formula, charge and spin) in kcal/mol: 0.3

XYZ file:
```
41
Properties=species:S:1:pos:R:3:forces:R:3
C -1.823361 0.956555 0.750748 -0.8 -0.4 -0.6
C 2.645647 0.918109 -2.379102 0.0 -0.1 -0.2
H 1.492140 4.011654 1.578976 0.0 0.1 0.0
C 1.453013 -2.445616 -0.573942 -0.4 0.2 -0.2
H 0.430594 -6.614502 1.165908 0.0 -0.1 0.0
C 0.650378 -5.106176 2.670583 0.0 0.0 0.1
C 2.603074 2.187093 -0.311610 0.1 0.1 0.2
S -0.122449 -2.023278 -1.425672 0.3 -0.4 -0.4
H 1.400921 -1.865679 2.067759 0.0 0.1 0.0
H 3.093460 2.545569 0.580804 0.1 0.0 0.1
C -0.720115 -0.816924 -0.360534 -0.8 0.2 -0.2
C 3.273343 1.404807 -1.229582 0.1 0.0 0.1
C 1.324919 1.198198 -2.655555 0.0 0.1 0.1
C 1.199506 -3.374529 0.567350 0.0 -0.1 0.1
S -2.727514 2.364522 1.244595 -0.1 0.2 -0.1
H 1.893425 -1.502000 -0.258519 0.1 -0.1 -0.1
H 2.056862 -2.911166 -1.352209 0.0 0.1 0.0
H -2.169434 4.481873 0.284796 0.0 0.1 0.0
C 0.647724 -5.575977 1.367465 0.0 -0.1 -0.1
H 0.906857 -5.076031 -0.697266 0.0 -0.1 -0.1
H 0.925481 -3.402381 3.935819 0.0 0.0 0.1
H 3.213353 0.303635 -3.062604 0.0 0.0 -0.1
N -0.076018 -0.356266 0.667374 0.9 -1.1 -0.5
C 0.918792 -4.714187 0.321197 0.0 0.1 0.1
H -0.163524 4.643068 1.496323 0.1 0.0 0.0
N -0.684104 2.361688 -1.721037 -0.5 0.3 -0.2
H 4.309271 1.154721 -1.053141 0.1 0.0 0.0
C -0.841035 3.040704 -0.615981 0.3 0.1 -0.4
C 0.631168 1.983250 -1.741301 0.4 0.2 0.6
C 0.448920 3.744636 1.418571 0.0 0.0 0.4
H 0.136976 3.031431 2.186595 0.1 0.1 0.0
C 1.272451 2.470398 -0.577494 0.0 -0.3 -0.6
C 0.927025 -3.773226 2.921594 0.0 0.0 0.1
C 1.199620 -2.908449 1.875808 0.1 0.0 0.0
C -2.165243 3.480993 -0.141563 -0.3 -0.2 0.3
N 0.309500 3.162772 0.114196 -0.1 0.1 -0.4
N -0.696850 0.632742 1.275375 -0.4 1.2 1.0
H -2.888681 3.400405 -0.950469 0.2 0.1 0.0
H 0.433265 -5.777922 3.487691 0.0 -0.1 0.1
S -2.260914 -0.042613 -0.639926 0.8 0.0 0.9
H 0.830432 0.817739 -3.534690 -0.1 -0.1 -0.1
```
Forces are in eV/Å.

=====

Below is C6H8NO2S as an isolated structure at a distorted geometry, with properties calculated with wB97M-V/def2-TZVPD.

Computed properties:
Orbital gap in eV: 8.5
Net charge: +1
Energy relative to the best compared isomer or geometry (same formula, charge and spin) in kcal/mol: 79.3

XYZ file:
```
18
Properties=species:S:1:pos:R:3:forces:R:3
O -4.220706 -0.607562 -0.219404 0.4 0.0 0.1
S -2.373590 1.341409 -0.052334 -0.8 0.1 -0.2
H 0.546491 1.732293 1.288909 0.5 1.1 3.3
H 2.537957 1.269943 0.094439 -0.5 0.0 -0.4
C 1.538011 -0.686078 0.257743 1.0 0.1 -3.0
H 0.525728 -2.529071 -0.177192 -1.4 1.9 -0.4
H 0.161099 -0.979332 -1.243677 -0.3 -0.6 -1.6
H 1.536533 0.672468 -1.390247 0.3 1.0 1.8
N -0.835167 -0.960480 0.565997 -0.4 4.8 0.8
C 0.254358 -1.398262 -0.276749 2.1 -1.2 1.6
H 1.749813 -0.613485 1.266533 -0.3 -0.7 2.4
C -3.078649 -0.429447 -0.038673 0.0 -0.1 -0.1
H 0.279598 2.516196 -0.335234 0.2 -0.2 1.2
C 1.593688 0.808298 -0.235758 0.0 -2.5 -2.0
C 0.384953 1.596158 0.296485 0.1 0.2 -4.1
O -2.100785 -1.309429 0.161521 -0.5 -0.9 -0.8
C -0.883848 0.916652 0.221991 0.8 -4.4 0.7
H 2.384513 -1.340264 -0.184344 -1.1 1.5 0.5
```
Forces are in eV/Å.